DFT (the ωB97M-V functional and the def2-TZVPD basis) results for one molecule with the formula C7H6.

The geometry in XYZ format:
```
13
Properties=species:S:1:pos:R:3:nbo_charge:R:1
C -2.273 -0.022 0.012 0.015
C -1.784 1.159 -0.083 0.024
C -1.890 -1.282 0.199 -0.280
C -0.464 -1.088 0.240 -0.022
C -0.597 1.792 -0.098 -0.418
C 0.592 -0.506 0.084 -0.043
C 2.045 -0.411 0.019 -0.676
H -2.435 -2.209 0.200 0.238
H -0.412 2.913 -0.046 0.233
H -0.015 1.039 -0.461 0.222
H 2.413 -1.361 0.357 0.240
H 2.502 0.428 0.578 0.234
H 2.319 -0.452 -1.001 0.233
```

* highest occupied orbital energy: -8.5020 eV
* total charge: 0
* DFT total energy: -7349.0878 eV
* relative energy (zero: lowest compared OMol25 entry of this formula, charge and spin): 101.72 kcal per mole
* frontier orbital gap: 8.453 eV

DFT (the ωB97M-V functional and the def2-TZVPD basis) results for C4H12NO as an isolated structure.

The geometry in XYZ format:
```
18
Properties=species:S:1:pos:R:3:nbo_charge:R:1
C 4.618 0.499 0.102 0.237
O 5.918 0.517 -0.505 -0.671
C 4.450 -0.921 0.529 -0.825
H -2.985 -1.951 -0.438 0.017
H -2.508 -1.625 -0.966 0.041
H 5.650 1.425 -0.722 0.507
H 3.395 -0.565 0.889 0.224
H 5.126 -1.440 1.255 0.268
H 4.388 -1.633 -0.369 0.259
C -3.266 0.681 -1.095 -0.410
C -3.081 0.958 1.280 0.130
N -3.047 0.142 0.313 -0.408
H -4.123 0.102 -1.432 0.249
H -3.290 1.761 -0.981 0.244
H -2.405 0.241 -1.609 0.235
H -3.204 2.027 1.144 0.226
H -2.878 0.634 2.299 0.233
H -2.759 -0.850 0.306 0.443
```

* highest occupied orbital energy: -11.3648 eV
* total charge: +1
* DFT total energy: -7866.7321 eV
* relative energy (zero: lowest compared OMol25 entry of this formula, charge and spin): 174.31 kcal per mole
* frontier orbital gap: 6.194 eV

DFT (the ωB97M-V functional and the def2-TZVPD basis) results for C34H51N7O5Sr as an isolated structure.

The geometry in XYZ format:
```
98
Properties=species:S:1:pos:R:3:mulliken_charge:R:1
Sr 0.806 0.351 0.856 2.238
C -2.548 0.363 2.810 -1.964
C -3.148 1.212 1.684 0.557
C -4.235 0.430 0.920 -2.515
C -4.083 -0.947 0.231 2.490
C -3.648 -2.080 1.158 -2.006
C -5.465 -1.253 -0.357 -1.994
N -3.085 -0.865 -0.893 1.929
C -2.971 -2.063 -1.770 -1.029
C -2.289 -1.682 -3.082 -1.393
N -1.130 -0.809 -2.918 1.388
C 0.024 -1.605 -2.495 0.166
C -0.143 -2.182 -1.083 -0.439
O 0.129 -3.345 -0.861 -0.774
O -0.572 -1.316 -0.211 -1.043
C -0.879 -0.014 -4.135 0.417
C 0.437 0.750 -4.031 -1.803
C -2.049 0.917 -4.501 -2.408
C -2.518 2.088 -3.606 1.786
C -3.888 2.493 -4.164 -1.802
C -1.572 3.295 -3.694 -1.734
N -2.682 1.647 -2.198 0.320
C -3.353 2.614 -1.318 -0.678
C -2.604 2.923 -0.027 -1.799
N -2.094 1.869 0.880 1.513
C -1.238 2.639 1.827 -1.019
C -0.108 3.438 1.132 -0.242
O -0.004 4.629 1.375 -0.774
O 0.619 2.717 0.363 -0.419
H -3.311 -0.294 3.226 0.481
H -2.177 0.975 3.628 0.486
H -1.727 -0.269 2.459 0.312
H -3.730 2.016 2.173 0.517
H -4.710 1.090 0.198 0.411
H -5.005 0.254 1.677 0.723
H -4.263 -2.079 2.056 0.425
H -2.600 -1.998 1.443 0.195
H -3.783 -3.045 0.669 0.470
H -6.222 -1.125 0.416 0.473
H -5.545 -2.276 -0.719 0.463
H -5.705 -0.569 -1.175 0.371
H -3.216 -0.010 -1.480 0.162
H -2.104 -0.776 -0.508 0.125
H -3.959 -2.452 -1.999 0.639
H -2.423 -2.823 -1.218 0.387
H -3.033 -1.175 -3.689 0.307
H -2.025 -2.613 -3.608 0.426
H 0.906 -0.968 -2.442 -0.239
H 0.234 -2.430 -3.191 0.077
H -0.789 -0.700 -4.998 0.343
H 0.521 1.249 -3.066 0.078
H 0.487 1.507 -4.814 0.528
H 1.303 0.101 -4.147 0.511
H -2.932 0.313 -4.711 0.438
H -1.784 1.358 -5.466 0.719
H -3.808 2.668 -5.237 0.421
H -4.271 3.407 -3.712 0.355
H -4.615 1.695 -4.002 0.458
H -1.397 3.572 -4.735 0.448
H -0.610 3.089 -3.228 0.211
H -2.000 4.165 -3.194 0.439
H -1.758 1.442 -1.822 -0.642
H -4.385 2.303 -1.152 0.203
H -3.432 3.591 -1.800 0.705
H -3.228 3.625 0.552 0.372
H -1.728 3.487 -0.344 0.465
H -0.768 1.954 2.538 0.633
H -1.858 3.329 2.416 0.523
C 4.714 -2.401 -0.331 -1.732
C 3.681 -1.324 -0.198 0.209
N 2.869 -1.261 0.794 1.013
N 2.945 -2.197 1.781 -1.179
C 2.105 -1.905 2.774 0.163
O 1.354 -0.886 2.867 -1.113
C 2.093 -2.891 3.897 0.444
C 1.381 -2.583 5.052 -0.398
C 1.354 -3.471 6.117 -0.690
C 2.033 -4.677 6.032 -0.315
C 2.739 -4.992 4.878 -0.718
C 2.771 -4.104 3.815 -0.123
C 3.646 -0.174 -1.135 0.416
C 4.697 0.037 -2.026 -0.886
C 4.711 1.182 -2.803 -0.580
C 3.691 2.111 -2.659 -0.993
C 2.687 1.832 -1.744 -0.671
N 2.643 0.716 -1.019 0.728
H 4.385 -3.269 0.233 0.327
H 5.671 -2.079 0.087 0.329
H 4.869 -2.685 -1.373 0.479
H 0.858 -1.638 5.100 0.387
H 0.804 -3.221 7.016 0.381
H 2.012 -5.372 6.862 0.375
H 3.267 -5.935 4.807 0.385
H 3.317 -4.337 2.913 0.433
H 5.504 -0.676 -2.094 0.436
H 5.524 1.358 -3.497 0.415
H 3.672 3.033 -3.220 0.489
H 1.889 2.541 -1.548 0.604
```

* highest occupied orbital energy: -7.4267 eV
* total charge: 0
* DFT total energy: -57593.9563 eV
* relative energy (zero: lowest compared OMol25 entry of this formula, charge and spin): 0.00 kcal per mole
* frontier orbital gap: 7.592 eV

DFT (the ωB97M-V functional and the def2-TZVPD basis) results for C19H26BrN5O9P2PbSe4 as an isolated structure.

The geometry in XYZ format:
```
67
Properties=species:S:1:pos:R:3:nbo_charge:R:1
Pb -1.000 0.650 2.578 1.199
C -2.454 -3.730 2.544 -0.254
O -1.266 -3.075 2.166 -0.477
C -0.630 -3.475 1.047 0.337
C -0.951 -4.597 0.315 -0.360
C -0.208 -4.873 -0.828 -0.078
Br -0.604 -6.462 -1.806 -0.008
C 0.783 -4.045 -1.270 -0.239
C 1.119 -2.887 -0.539 -0.096
C 0.446 -2.625 0.658 0.282
O 0.665 -1.652 1.540 -0.661
C 2.128 -2.027 -1.171 0.368
N 2.855 -2.482 -2.174 -0.503
C 3.570 -1.410 -2.633 0.067
C 4.466 -1.298 -3.697 -0.217
C 5.002 -0.053 -3.961 -0.249
C 4.667 1.069 -3.192 -0.241
C 3.790 0.978 -2.129 -0.238
C 3.246 -0.273 -1.861 0.172
N 2.335 -0.699 -0.929 -0.557
H -2.253 -4.743 2.912 0.163
H -3.162 -3.779 1.710 0.171
H -2.880 -3.125 3.342 0.226
H -1.735 -5.270 0.628 0.227
H 1.331 -4.250 -2.176 0.253
H 1.451 -1.087 1.432 0.542
H 4.721 -2.162 -4.296 0.203
H 5.698 0.065 -4.783 0.192
H 5.101 2.031 -3.436 0.200
H 3.533 1.826 -1.513 0.252
H 1.916 -0.060 -0.228 0.477
O 3.090 -0.503 2.642 -1.035
P 2.505 0.525 3.803 2.552
O 3.426 0.460 4.954 -1.169
O 1.038 0.248 3.981 -1.196
O 2.778 1.962 3.045 -1.112
P 2.262 2.398 1.579 2.563
O 3.711 2.674 0.871 -1.019
O 1.534 3.679 1.674 -1.149
O 1.669 1.247 0.816 -1.229
H 3.996 -0.666 2.927 0.499
H 4.148 3.355 1.394 0.484
Se -3.358 -0.303 3.919 -0.631
Se -3.963 1.555 5.214 -0.077
Se -3.611 3.387 3.812 -0.163
Se -1.297 3.295 3.109 -0.512
C -4.449 2.511 -2.013 -0.405
N -3.579 2.748 -0.881 -0.465
C -4.111 3.677 0.093 -0.421
C -2.803 1.687 -0.418 0.623
N -2.762 1.288 0.795 -0.824
N -2.095 1.028 -1.411 -0.457
C -1.297 1.847 -2.313 -0.413
C -1.393 -0.178 -1.002 -0.414
H -5.469 2.272 -1.680 0.173
H -4.068 1.675 -2.592 0.223
H -4.496 3.400 -2.650 0.182
H -4.435 4.573 -0.441 0.187
H -3.330 3.952 0.801 0.248
H -4.968 3.277 0.652 0.182
H -3.424 1.756 1.408 0.389
H -1.774 2.810 -2.466 0.212
H -1.203 1.328 -3.270 0.185
H -0.295 2.015 -1.900 0.209
H -2.050 -0.778 -0.376 0.224
H -0.491 0.064 -0.433 0.208
H -1.115 -0.743 -1.894 0.196
```

* highest occupied orbital energy: -1.9415 eV
* total charge: -2
* DFT total energy: -401269.6923 eV
* relative energy (zero: lowest compared OMol25 entry of this formula, charge and spin): 7.88 kcal per mole
* frontier orbital gap: 5.578 eV

- total charge of number 3 (C34H51N7O5Sr)?
  0